(1)
3 unconnected molecules or ions with the total composition C28H62BN2O7. Source: the OMol25 dataset; level of theory: ωB97M-V with the def2-TZVPD basis set.

Results
Molecular weight: 549.6 g/mol
E_HOMO: -0.349 hartree
LUMO energy: -2.33 eV
Charge: +1
Frontier orbital gap: 7.166 eV

Structure (XYZ):
```
100
C28H62BN2O7 ωB97M-V with the def2-TZVPD basis set
C 4.716 -1.328 3.977
C 4.915 0.172 3.877
O 3.695 0.819 3.433
B 3.627 1.457 2.269
O 4.534 2.328 1.742
N 2.374 1.236 1.377
C 1.093 1.279 2.195
C 0.490 2.687 2.060
C -0.470 2.890 0.871
C -1.958 2.870 1.235
C -2.366 4.105 2.038
C -2.803 2.759 -0.060
C -3.423 1.360 -0.237
C -4.819 1.285 0.360
C -5.511 0.137 0.470
C -5.513 -0.904 -0.620
C -6.340 -0.203 1.695
C 0.148 0.124 1.863
O 0.059 -0.281 0.513
C 1.205 -0.109 -0.286
C 2.517 0.003 0.472
C 3.631 0.319 -0.538
O 2.834 -1.028 1.345
C 2.471 -2.360 0.954
C 3.233 -2.904 -0.251
N 2.421 -2.902 -1.464
C 3.188 -3.026 -2.717
C 2.965 -1.825 -3.647
C 4.226 -0.992 -3.944
O 2.379 -2.330 -4.844
H 3.709 -1.557 4.320
H 5.408 -1.714 4.726
H 4.931 -1.839 3.040
H 5.746 0.420 3.216
H 5.138 0.575 4.864
H 4.757 3.080 2.302
H 2.351 2.031 0.738
H 1.355 1.154 3.244
H 1.300 3.424 1.996
H -0.045 2.909 2.984
H -0.289 2.169 0.070
H -0.277 3.878 0.441
H -2.209 1.990 1.835
H -2.368 5.002 1.416
H -1.749 4.266 2.925
H -3.387 3.966 2.398
H -2.163 2.964 -0.920
H -3.609 3.493 -0.034
H -2.817 0.607 0.271
H -3.446 1.097 -1.302
H -5.269 2.233 0.657
H -5.164 -0.496 -1.567
H -6.535 -1.270 -0.731
H -4.900 -1.787 -0.400
H -7.366 0.172 1.641
H -6.365 -1.290 1.767
H -5.841 0.187 2.578
H -0.850 0.393 2.206
H 0.456 -0.741 2.461
H 1.255 -0.938 -0.994
H 1.118 0.811 -0.884
H 4.567 -0.120 -0.195
H 3.747 1.384 -0.726
H 3.388 -0.166 -1.485
H 1.391 -2.455 0.815
H 2.716 -2.966 1.826
H 3.583 -3.915 -0.003
H 4.141 -2.321 -0.409
H 1.759 -3.665 -1.419
H 4.251 -3.155 -2.498
H 2.865 -3.914 -3.260
H 2.239 -1.156 -3.168
H 5.001 -1.182 -3.200
H 3.968 0.068 -3.933
H 4.596 -1.264 -4.933
H 2.373 -1.630 -5.504
C 3.300 3.963 -2.579
C 3.761 3.262 -3.849
C 4.062 4.263 -4.953
O 2.776 2.321 -4.281
H 2.380 4.523 -2.769
H 3.087 3.233 -1.795
H 4.055 4.659 -2.212
H 4.654 2.669 -3.640
H 3.163 4.831 -5.203
H 4.392 3.747 -5.854
H 4.838 4.966 -4.650
H 1.968 2.809 -4.478
C -7.051 -5.462 0.096
C -7.102 -4.544 1.307
C -7.759 -5.225 2.497
O -7.789 -3.334 0.985
H -8.063 -5.739 -0.211
H -6.575 -4.958 -0.746
H -6.497 -6.376 0.313
H -6.089 -4.237 1.575
H -8.790 -5.496 2.256
H -7.784 -4.554 3.356
H -7.224 -6.132 2.780
H -8.693 -3.562 0.742
```

Atomic partial charges in e from the Mulliken method, atoms 1 to 6:
1 C -0.975
2 C -0.326
3 O -0.445
4 B 0.802
5 O -0.596
6 N -0.141

=====

(2)
2 unconnected molecules or ions with the total composition C6H13N. Source: the OMol25 dataset; level of theory: ωB97M-V with the def2-TZVPD basis set.

Results
Molecular weight: 99.2 g/mol
E_HOMO: -0.264 hartree
Relative energy (zero: lowest compared OMol25 entry of this formula, charge and spin): 4.639 eV
LUMO energy: 0.89 eV
Frontier orbital gap: 8.080 eV

Structure (XYZ):
```
20
C6H13N ωB97M-V with the def2-TZVPD basis set
C -1.055 1.535 -2.303
C 1.399 0.047 -0.547
C 0.694 -1.153 -1.132
N 0.535 -0.872 0.282
C 0.434 -1.735 1.437
C -0.586 -0.662 1.162
C -0.563 0.627 1.936
H -1.896 0.847 -2.163
H -0.640 1.390 -3.305
H -1.412 2.563 -2.206
H 2.442 -0.217 -0.330
H -0.262 1.340 -1.569
H 1.189 -2.112 -1.308
H -0.212 -1.015 -1.728
H 1.161 -1.573 2.228
H 0.174 -2.770 1.231
H -1.545 -0.984 0.760
H -1.235 0.574 2.798
H 0.452 0.835 2.291
H -0.864 1.460 1.294
```

Atomic partial charges in e from the Mulliken method, atoms 1 to 6:
1 C -1.002
2 C -0.785
3 C -0.424
4 N 0.477
5 C -0.438
6 C 0.078

=====

(3)
A molecular structure, C35H44N2O2P3Tm. Source: the OMol25 dataset; level of theory: ωB97M-V with the def2-TZVPD basis set.

Results
2S+1: 3
Molecular weight: 786.6 g/mol
E_HOMO (alpha / beta): -0.249 / -0.249 hartree
Relative energy (zero: lowest compared OMol25 entry of this formula, charge and spin): 2.622 eV
LUMO energy (alpha / beta): 0.12 / 0.13 eV
Frontier orbital gap (alpha / beta): 6.900 / 6.889 eV
Expectation value of S²: 2.003

Structure (XYZ):
```
87
C35H44N2O2P3Tm ωB97M-V with the def2-TZVPD basis set
C 3.189 -3.030 -0.042
C 2.466 -1.859 -0.003
N 1.138 -1.915 0.048
C 0.450 -3.054 0.057
C 1.122 -4.256 -0.006
C 2.516 -4.253 -0.054
C 3.146 -0.486 -0.071
P 2.159 0.906 0.681
Tm -0.013 -0.017 0.125
P -1.877 -1.455 -0.510
C -1.077 -2.980 0.219
C -1.067 1.929 -0.120
C -1.077 2.670 0.984
C -1.715 3.938 0.907
C -2.298 4.348 -0.291
C -2.249 3.501 -1.399
C -1.600 2.251 -1.301
O 3.663 0.783 -2.926
O 1.208 1.967 -3.029
H 4.283 -2.989 -0.075
H 0.558 -5.195 -0.005
H 3.073 -5.193 -0.099
C 2.430 0.895 2.424
C 2.717 2.417 -0.003
H -1.562 -3.870 -0.197
H -1.306 -2.929 1.295
H 3.292 -0.179 -1.137
H 4.134 -0.518 0.408
C -3.378 -1.186 0.343
C -2.194 -1.765 -2.216
H -0.656 2.374 1.956
H -1.753 4.582 1.794
H -2.795 5.329 -0.359
H -2.704 3.806 -2.347
H -1.572 1.617 -2.201
H 0.821 1.237 -2.454
H 0.799 2.771 -2.691
H 2.859 1.358 -3.018
H 3.501 0.076 -3.556
H 0.405 0.125 -1.732
H 3.481 1.125 2.613
H 1.793 1.658 2.900
H 2.164 -0.076 2.868
H 3.782 2.532 0.219
H 2.554 2.442 -1.095
H 2.144 3.239 0.447
H -2.921 -2.576 -2.292
H -2.605 -0.853 -2.680
H -1.271 -2.024 -2.753
H -4.054 -2.024 0.163
H -3.207 -1.071 1.423
H -3.836 -0.250 -0.010
N -0.643 -0.162 2.360
P -1.794 0.069 3.389
C -1.360 1.274 4.739
C -2.329 2.006 5.427
C -1.996 2.907 6.429
C -0.661 3.088 6.775
C 0.321 2.358 6.126
C -0.015 1.450 5.132
C -3.579 0.655 2.934
C -3.857 1.962 2.511
C -5.096 2.415 2.147
C -6.183 1.549 2.208
C -5.984 0.251 2.656
C -4.722 -0.174 3.020
C -2.043 -1.482 4.369
C -2.977 -1.553 5.408
C -3.154 -2.720 6.145
C -2.378 -3.841 5.861
C -1.431 -3.787 4.852
C -1.252 -2.622 4.111
H -3.396 1.881 5.184
H -2.786 3.468 6.946
H -0.401 3.805 7.566
H 1.379 2.497 6.410
H 0.774 0.856 4.638
H -3.001 2.702 2.511
H -5.252 3.458 1.822
H -7.185 1.893 1.919
H -6.846 -0.438 2.721
H -4.603 -1.221 3.364
H -3.598 -0.677 5.646
H -3.904 -2.754 6.945
H -2.521 -4.761 6.444
H -0.811 -4.672 4.634
H -0.487 -2.592 3.322
```

Atomic partial charges in e from the Mulliken method, atoms 1 to 6:
1 C -0.837
2 C 0.647
3 N 0.565
4 C 0.913
5 C -0.877
6 C -0.585

=====

Number 1: E_tot -1764.900291 Ha. Number 2: E_tot -290.988255 Ha. Number 3: E_tot -3729.218398 Ha.